The following is a quantum chemistry calculation of an isolated molecule of C5H5N, from the Open Molecules 2025 dataset.

The geometry in XYZ format:
```
11
C5H5N ωB97M-V with the def2-TZVPD basis set
N -1.533 1.112 -0.208
C 0.978 1.551 0.097
C 0.572 -0.917 -0.309
C -0.907 -1.230 0.217
C -1.494 -0.054 0.145
C 1.203 0.415 -0.073
H 0.538 -1.134 -1.465
H 1.237 -1.809 0.200
H 1.199 2.602 0.414
H -0.960 -2.107 0.811
H -0.833 1.571 0.172
```

Results
* charge: 0
* multiplicity: 1

The Mulliken scheme yields these atomic charges, measured in e:
1 N -0.596
2 C -0.296
3 C -0.204
4 C -0.702
5 C 0.519
6 C -0.339
7 H 0.236
8 H 0.267
9 H 0.397
10 H 0.352
11 H 0.367

=====

The following is a quantum chemistry calculation of a cluster of 2 separate species, C11H15NS in total, from the Open Molecules 2025 dataset.

The geometry in XYZ format:
```
28
C11H15NS ωB97M-V with the def2-TZVPD basis set
S 1.916 0.180 2.818
N -1.534 1.463 -1.692
C 1.959 0.309 -1.324
C 0.563 -0.026 4.066
C -1.988 -0.733 -1.944
C 0.965 1.253 -1.300
C 1.735 -1.063 -1.391
C -2.742 -2.005 -2.180
C -0.198 1.272 4.155
C -0.317 0.808 -1.660
C 0.435 -1.523 -1.603
C -0.556 -0.565 -1.761
C -2.523 0.502 -1.940
H -1.584 2.380 -2.112
H 2.548 -1.763 -1.238
H -2.229 -2.823 -1.646
H -0.767 1.460 3.234
H -2.703 -2.342 -3.216
H 2.976 0.674 -1.274
H -0.087 -0.721 3.547
H 0.964 -0.411 4.996
H 1.121 2.309 -1.141
H -1.022 1.188 4.882
H 0.182 -2.573 -1.651
H -3.739 -1.958 -1.764
H 0.354 2.169 4.441
H -3.540 0.864 -1.973
H 2.778 -0.700 3.343
```

Results
* charge: 0
* multiplicity: 1

The Mulliken scheme yields these atomic charges, measured in e:
1 S -0.217
2 N -0.181
3 C -0.602
4 C -0.343
5 C 0.518
6 C -0.594
7 C -0.518
8 C -1.260
9 C -1.097
10 C -0.438
11 C -0.563
12 C 1.161
13 C -0.664
14 H 0.279
15 H 0.401
16 H 0.317
17 H 0.299
18 H 0.266
19 H 0.367
20 H 0.234
21 H 0.381
22 H 0.412
23 H 0.315
24 H 0.335
25 H 0.353
26 H 0.329
27 H 0.416
28 H 0.094

=====

Going through the records in order, we get HOMO values of -8.8; -7.9 eV.
Going through the records in order, we get max |F| values of 0.1416; 0.0342 hartree/bohr.
Going through the records in order, we get HOMO-LUMO gap values of 9.72; 8.73 eV.